ORCA calculation (ωB97M-V/def2-TZVPD) on 2 unconnected molecules or ions with the total composition C8H14N2O4P in a non-equilibrium geometry.

Results
DFT total energy = -1064.66113 a.u.
Largest force on an atom = 0.1829 hartree/bohr
Charge = +1

Each line ends with the Löwdin charge.
Cartesian coordinates (Å):
C -3.999814 5.107454 2.168023  0.188
C -3.212261 4.360403 1.690530  -0.082
N -2.149652 3.517214 1.371978  -0.058
C -1.130940 4.072659 0.624472  0.035
C -0.228498 3.015467 0.518317  -0.001
N -0.780353 1.950559 1.185407  0.126
C -1.969197 2.244144 1.720328  0.028
H -4.544082 5.822448 2.771396  0.071
H -1.049193 5.085373 0.234107  0.153
H 0.741008 3.036247 0.022844  0.143
H -0.284052 1.054440 1.261763  0.146
H -2.639522 1.617458 2.304710  0.183
C 3.372310 -2.090509 0.524061  -0.105
O 2.699836 -1.377666 -0.517805  -0.309
P 1.022043 -1.474513 -0.581698  0.698
O 0.841396 -0.932896 0.825687  -0.288
O 1.100082 -3.114699 -0.575560  -0.265
C 1.688762 -3.800521 -1.691195  -0.103
O -0.658100 -1.557588 -0.804468  -0.248
C -1.152299 -1.876868 -2.120960  -0.107
H 4.051733 -1.397675 1.017927  0.098
H 2.689643 -2.513933 1.255632  0.088
H 3.957113 -2.894882 0.074763  0.089
H 2.467522 -4.465936 -1.320945  0.092
H 2.124553 -3.110757 -2.415007  0.088
H 0.924020 -4.401487 -2.183733  0.086
H -1.024518 -2.940532 -2.326611  0.081
H -0.642402 -1.287663 -2.882974  0.084
H -2.215137 -1.645739 -2.150990  0.090

Atomic forces in eV per Å
-0.4515 0.9256 0.8990
0.8798 -1.4743 0.3490
-2.4269 2.8130 -0.1253
2.0408 -2.7313 -0.1184
-0.8624 1.7112 -0.1052
0.7698 -0.9488 0.0556
1.1580 0.4009 -0.7817
-0.0608 -0.3925 -0.6653
-0.4963 -0.3930 0.3943
-0.3849 -0.4544 0.3200
-0.2197 -0.2235 -0.0061
0.3059 0.2481 -0.2560
0.1890 -0.7179 0.1898
-0.7354 2.0087 -3.2649
0.1903 -4.0666 8.4795
-0.5122 1.3467 -0.9733
-0.3122 0.2946 -1.2412
0.0703 -0.2525 0.0511
1.2568 1.8016 -2.9983
-0.2411 -0.3086 -0.0700
-0.1129 0.1622 -0.1416
-0.0775 0.1386 -0.0613
-0.0245 0.0396 -0.0108
0.0030 0.0438 0.0023
0.0897 -0.0510 0.0250
0.0115 0.0407 0.0237
0.0518 0.0203 0.0082
-0.1567 -0.0267 -0.0775
0.0584 0.0455 0.0992